A structure of composition C31H27N2PdS2Sb in a non-equilibrium geometry, computed with ωB97M-V/def2-TZVPD.

```
64
Properties=species:S:1:pos:R:3:lowdin_charge:R:1
Sb 0.991 -2.595 -0.600 1.5150
Pd -0.789 -0.812 0.099 0.4244
S 0.451 0.674 -1.129 0.7774
S 1.267 -0.771 1.092 0.7402
N 4.378 0.679 2.141 0.2224
N 3.190 3.275 -1.436 0.2322
C -2.207 1.383 1.200 0.0149
C 3.733 0.975 1.238 -0.1910
C -1.460 -4.374 -0.798 -0.1103
C -1.668 -2.376 -2.157 -0.1540
C 2.172 -4.417 1.599 -0.1038
C 2.782 -6.700 1.161 -0.0318
C -0.923 -3.176 -1.275 -0.3681
C 4.421 -2.329 -3.128 -0.0415
C -2.880 -0.932 1.132 -0.0966
C 2.198 -2.209 -2.234 -0.3701
C 2.827 1.287 0.170 -0.3007
C -0.759 2.317 3.047 -0.0111
C 3.548 -2.518 -2.066 -0.1066
C -2.035 -2.569 2.871 -0.0214
C -3.907 0.667 -0.540 -0.0178
C -2.919 -2.801 -2.585 -0.0546
C 1.717 -1.686 -3.433 -0.1197
C -3.432 -4.009 -2.135 -0.0324
C 1.744 -4.322 0.281 -0.3818
C 1.833 -5.382 -0.619 -0.1227
C -2.068 -1.202 2.249 -0.2947
C -1.457 1.170 2.371 -0.2684
C 3.058 2.382 -0.724 -0.1749
C 1.716 0.545 0.026 -1.0044
C -2.955 0.365 0.583 -0.2963
C -1.393 -0.113 2.871 -0.0279
C 2.694 -5.627 2.036 -0.0439
C 3.945 -1.830 -4.331 -0.0277
C 2.599 -1.510 -4.484 -0.0402
C 2.357 -6.581 -0.157 -0.0393
C -2.704 -4.793 -1.247 -0.0375
H -4.127 -0.225 -1.125 0.0759
H -4.400 -4.346 -2.482 0.1252
H -3.533 -1.711 0.753 0.1373
H 3.923 -2.915 -1.130 0.1092
H -2.738 -2.607 3.706 0.1090
H -4.850 1.031 -0.127 0.1080
H 5.470 -2.567 -3.011 0.1236
H -3.482 -2.197 -3.285 0.1235
H -2.277 2.390 0.800 0.1448
H -1.435 2.799 3.757 0.1053
H 3.192 -7.640 1.505 0.1244
H -2.324 -3.340 2.159 0.0795
H 2.436 -7.421 -0.834 0.1237
H -0.831 -0.306 3.778 0.1420
H 3.036 -5.727 3.057 0.1227
H -0.453 3.076 2.329 0.0920
H 0.113 1.980 3.606 0.0904
H 0.676 -1.433 -3.569 0.0846
H -0.911 -4.990 -0.097 0.1029
H -3.105 -5.738 -0.906 0.1245
H 2.239 -1.120 -5.427 0.1232
H 1.511 -5.292 -1.651 0.1161
H 4.626 -1.686 -5.160 0.1250
H -3.521 1.445 -1.198 0.0945
H 2.114 -3.576 2.279 0.0958
H -1.261 -1.463 -2.573 0.0741
H -1.049 -2.800 3.275 0.0873
```

Calculated values
DFT total energy in eV: -67235.46504
Energy above the lowest of the compared OMol25 structures with the same formula, charge and spin in eV: 1.262
Charge: +2
Orbital gap in eV: 6.00
Largest force on an atom in eV/Å: 1.8
HOMO energy in Ha: -0.5425